C34H32AlBrCaCl4CsF4LiNO6S | the ωB97M-V functional and the def2-TZVPD basis

The geometry in XYZ format:
```
87
Properties=species:S:1:pos:R:3:forces:R:3
C 0.879643 0.086675 -0.409679 0.2 -0.3 0.1
C 1.957457 0.864752 -1.161238 0.2 -1.6 -0.4
O 1.523589 2.157889 -1.704714 -0.1 1.1 1.4
C 0.653466 2.804800 -0.817625 0.0 -0.3 -0.4
C 0.990841 3.235996 0.403515 -1.0 0.2 0.0
C -0.135742 3.892629 1.257007 -0.5 -0.9 -0.2
O 0.061577 4.790439 2.032834 0.3 -0.5 0.1
C -1.528866 3.268197 1.039635 -0.8 -0.5 -0.2
C -2.487965 3.109656 2.092820 0.5 0.2 -0.8
C -3.725735 2.490473 1.792719 0.7 0.1 -0.4
C -4.031122 2.030196 0.491050 0.0 -0.2 -0.1
C -5.377277 1.322026 0.218664 0.9 -0.4 -0.1
C -5.293677 0.169720 -0.838959 -1.1 -0.1 -0.1
C -6.219219 0.408824 -2.085887 0.4 -0.4 0.8
S -5.883174 1.972170 -2.966420 -0.1 0.1 -0.3
C -3.095839 2.189636 -0.562321 0.0 0.3 1.0
C -1.868775 2.799586 -0.271101 0.9 0.3 0.3
C -0.789314 2.977048 -1.341637 -0.4 0.1 0.5
O -1.009683 3.260703 -2.492204 0.2 -0.4 0.4
H 0.596226 0.517450 0.568097 -0.1 0.0 -0.6
H 0.002616 -0.124011 -1.054375 0.4 0.3 0.3
H 1.313660 -0.903182 -0.189014 -0.1 0.5 -0.5
H 2.254747 0.209392 -2.035273 -0.1 0.3 0.7
H 2.849891 0.970269 -0.488008 -0.3 0.3 -0.3
H 2.006650 3.104723 0.828611 -0.7 0.1 0.1
H -2.253143 3.437216 3.128436 -0.1 -0.2 -0.8
H -4.447326 2.348537 2.611273 0.3 0.0 -0.5
H -6.097197 2.082937 -0.131605 0.1 -0.4 0.4
H -5.720220 0.859151 1.164488 0.0 0.6 -0.4
H -5.696083 -0.753148 -0.367209 0.4 0.4 -0.2
H -4.270077 -0.068815 -1.170303 -0.4 0.3 0.2
H -5.995033 -0.401314 -2.808175 -0.1 0.7 0.1
H -7.285475 0.276868 -1.818497 0.5 0.4 -0.1
H -6.226833 2.968678 -2.098420 0.0 -0.8 -0.1
H -3.337546 1.812673 -1.563412 0.3 0.4 0.4
O 2.221339 -1.760775 -2.511555 0.1 0.3 0.5
H 1.822287 -1.584918 -3.368262 -0.1 -0.2 -0.1
C -2.142982 -7.574460 -4.931190 0.0 0.0 0.0
C -2.404050 -8.721341 -4.187702 0.0 -0.1 0.1
C -1.961638 -8.811125 -2.878165 -0.1 0.3 -0.4
C -1.243996 -7.760938 -2.306683 0.0 0.0 0.0
C -0.963681 -6.625688 -3.061788 -0.1 -0.2 0.0
C -1.424727 -6.530964 -4.370529 -0.1 -0.1 -0.2
C -0.155799 -5.510528 -2.486650 0.3 0.6 -0.1
O 0.078741 -4.527790 -3.145726 -0.2 -0.1 -0.1
C 0.352264 -5.647539 -1.096812 0.0 -0.1 0.2
C 1.155073 -4.648899 -0.556308 0.2 0.3 0.0
C 1.618859 -4.772877 0.751788 -0.2 -0.2 -0.3
C 1.276329 -5.881682 1.518835 0.0 0.1 0.0
C 0.482718 -6.879834 0.981815 0.1 0.0 0.2
C 0.024972 -6.773666 -0.328683 -0.1 0.0 -0.1
C -0.789840 -7.860674 -0.897087 0.2 0.1 0.4
O -1.087956 -8.844190 -0.219548 -0.2 -0.3 -0.3
H -2.496502 -7.499038 -5.951560 0.0 0.0 0.0
H -2.955542 -9.542066 -4.632343 0.0 0.1 0.0
H -2.172622 -9.700349 -2.304561 0.0 2.5 -1.4
H -1.217819 -5.641941 -4.952630 0.1 0.0 0.2
H 1.424228 -3.774228 -1.153917 0.0 0.0 -0.2
H 2.247756 -4.000413 1.172696 0.0 -0.1 -0.1
H 1.634267 -5.967304 2.537387 0.0 0.0 0.0
H 0.222601 -7.743050 1.580543 0.0 0.0 -0.1
Li 3.305975 3.422132 -0.808974 -1.2 -0.3 -0.4
Cs -2.119835 -11.373850 -1.220719 0.1 -2.5 1.8
C 6.685958 7.519591 2.106086 0.1 0.3 -0.7
C 7.397982 6.986185 0.859674 -0.1 -0.2 0.3
C 6.435526 6.662903 -0.302175 -0.1 -0.3 0.5
C 5.451632 5.607012 0.099402 0.1 -0.7 -0.6
N 4.669844 4.806130 0.429262 1.4 1.2 -0.4
H 5.998016 6.765757 2.500728 0.5 -0.3 0.5
H 7.400853 7.744942 2.894758 -0.2 0.0 0.1
H 6.121553 8.435413 1.885430 0.1 0.1 0.0
H 7.954396 6.086047 1.126681 0.0 0.1 -0.1
H 8.125054 7.726493 0.527142 -0.1 0.0 -0.1
H 6.993331 6.299809 -1.168139 -0.2 -0.1 0.0
H 5.884859 7.558159 -0.606874 -0.1 -0.1 -0.1
F -0.915765 6.111552 5.696561 0.3 -0.8 0.0
Al -0.605419 4.440851 5.981930 0.0 0.1 0.2
F -1.643220 3.484649 4.981019 0.5 0.4 0.5
F -0.854542 4.078642 7.640992 0.2 0.1 -0.9
F 1.043468 4.085949 5.549222 -0.6 0.2 0.0
C 0.290044 -0.984541 3.537280 -0.1 0.1 0.0
Cl -1.058053 0.037062 3.024735 0.1 0.0 0.0
Cl 1.553423 0.026891 4.254159 -0.1 0.0 0.0
Cl -0.277585 -2.157729 4.736111 0.0 0.1 -0.1
Cl 0.946961 -1.846608 2.131777 -0.1 -0.1 0.5
Ca 3.898965 6.597806 1.935708 -3.4 -0.1 -0.5
Br 1.457269 6.296202 -0.246242 2.3 0.7 0.8
```
Forces are in eV/Å.

Charge: +1
Kohn-Sham gap: 1.847 eV
Largest force on an atom: 3.43 eV/A
Spin multiplicity: 1
Highest occupied orbital energy: -6.95 eV